# 1
Molecular formula: C6H10
Method: DFT, ωB97M-V with the def2-TZVPD basis set

Structure (XYZ):
```
16
Properties=species:S:1:pos:R:3:forces:R:3
C 1.89854 0.03564 -0.01453 0.631 0.173 -1.006
C -0.31825 -0.00810 -0.11685 -2.059 0.294 -1.183
C 0.72135 0.16587 -1.08470 1.326 -0.149 0.812
C -1.82895 0.04205 -0.05874 -0.153 -0.168 0.828
C -1.01369 -1.21780 0.25039 -0.174 -0.545 0.528
C -0.92130 0.99596 0.72549 -0.124 0.280 0.749
H 2.12214 1.03138 0.38236 0.165 -0.182 -0.259
H 2.70705 -0.36610 -0.59350 1.058 0.094 0.117
H 1.80304 -0.61878 0.88570 -0.713 0.254 -1.013
H 0.70015 1.16532 -1.54728 0.185 -0.382 0.223
H 0.68785 -0.60987 -1.86871 0.326 0.244 0.460
H -2.88880 0.04533 0.13331 -0.250 0.340 -1.521
H -1.05535 -1.57792 1.26817 0.431 -0.140 0.401
H -0.91945 -1.99893 -0.51357 -0.517 0.129 0.253
H -0.74607 2.01268 0.35149 -0.552 -0.193 0.176
H -0.94825 0.90328 1.80095 0.420 -0.049 0.435
```
Positions in Å, forces in eV/Å.

- frontier orbital gap (eV) = 9.159
- energy above the lowest of the compared OMol25 structures with the same formula, charge and spin (kcal per mole) = 86.60
- LUMO level (eV) = 1.2
- structure (SMILES) = CC[C@]12C[C@H]1C2

---

# 2
Molecular formula: C4H4OS
Method: DFT, ωB97M-V with the def2-TZVPD basis set

Structure (XYZ):
```
10
Properties=species:S:1:pos:R:3:forces:R:3
C -0.34804 -1.16842 -0.09004 1.679 -0.750 0.384
C -0.90873 0.15439 0.02571 -1.435 -1.412 -1.401
C 1.03486 -1.35549 -0.04792 -2.512 -2.856 -0.801
C -0.23385 1.26819 0.07695 1.858 -1.173 0.978
O 0.01015 2.50278 -0.00962 -0.134 0.827 -1.870
S 2.08027 -0.12455 0.12898 -0.164 2.453 0.287
H -1.03589 -1.99921 -0.24804 0.272 0.250 0.100
H -1.99162 -0.01756 -0.27042 1.001 1.489 0.753
H 1.38970 -2.43373 -0.24179 -0.407 1.759 0.467
H 0.00316 3.17361 0.67618 -0.158 -0.587 1.103
```
Positions in Å, forces in eV/Å.

- frontier orbital gap (eV) = 7.200
- energy above the lowest of the compared OMol25 structures with the same formula, charge and spin (kcal per mole) = 87.41
- LUMO level (eV) = -0.2

---

# 3
Molecular formula: C35H42AsCoNO2SeSiTe
Method: DFT, ωB97M-V with the def2-TZVPD basis set

Structure (XYZ):
```
85
Properties=species:S:1:pos:R:3:forces:R:3
Co -1.89488 -0.17073 -0.02045 -1.036 -0.035 0.539
C 3.41907 -2.10900 3.89808 -0.773 0.133 0.027
C 2.16312 -1.49814 3.34991 -0.725 -1.433 -1.488
C 1.65524 -0.30993 3.84143 -0.075 -0.520 0.006
C 0.52747 0.29016 3.31978 0.918 -0.124 -0.733
C 0.28612 1.64674 3.84884 -1.313 2.080 0.538
O 1.15742 2.35495 4.37603 -1.071 -1.709 -1.083
C -1.14234 2.20685 3.79997 -0.438 0.316 0.270
C -1.27743 3.60711 3.90341 0.338 0.100 0.625
C -2.48656 4.21926 4.22203 -0.453 -0.483 -0.498
C -3.63701 3.42235 4.34052 0.008 0.300 0.240
C -3.54912 2.04221 4.18752 0.015 -1.191 -0.233
C -2.31911 1.41693 3.87937 0.557 0.792 -0.090
C -0.00237 -0.21445 2.08843 0.571 0.720 -1.291
O -0.91270 0.45075 1.41995 0.571 0.096 1.097
C 0.68108 -1.31950 1.43255 -1.415 -0.235 0.990
C 1.54436 -2.10011 2.21222 1.562 1.552 1.852
C 0.50758 -1.68113 0.04434 0.113 -1.043 0.645
N -0.38217 -1.17442 -0.74728 0.100 0.010 -2.148
C -0.28370 -1.42195 -2.24587 0.037 -0.270 0.694
C -1.21798 -0.44814 -2.98310 -1.061 -1.033 -0.824
Te -0.49677 1.32471 -3.99878 0.140 -0.562 0.572
C 1.27242 0.46670 -4.63333 1.339 -0.157 -1.200
C 1.31338 -0.74035 -5.37743 0.752 0.915 0.577
C 2.51061 -1.18041 -5.97026 -1.232 0.435 0.619
C 3.66323 -0.43636 -5.80277 0.756 0.445 -0.576
C 3.63017 0.77640 -5.08844 -0.958 -0.686 -0.148
C 2.44442 1.26200 -4.54637 -0.828 -0.778 -0.192
C 1.47839 -2.70339 -0.45164 1.902 0.370 -0.947
C 2.84371 -2.34163 -0.44291 -0.400 -0.622 0.204
C 3.81246 -3.13612 -1.07397 -1.352 -0.165 -0.126
C 3.43944 -4.37495 -1.56719 -0.852 -1.525 -0.386
C 2.06335 -4.81246 -1.55615 1.830 0.761 -0.310
C 1.13818 -3.90592 -1.07781 -2.277 -0.296 0.483
H 4.22773 -1.39271 3.73852 0.270 -0.459 -0.257
H 3.54337 -3.09212 3.43094 0.563 0.312 0.205
H 3.32119 -2.20856 4.96389 0.130 -0.333 0.578
H 2.13454 0.15292 4.68995 0.077 0.198 0.077
H -0.38116 4.22955 3.83865 -0.203 -0.319 0.040
H -2.57043 5.30342 4.35709 0.175 -0.472 -0.134
H -4.60470 3.90142 4.56123 0.561 -0.380 -0.049
H -4.44353 1.38608 4.32486 0.779 0.786 -0.274
H -2.23976 0.34715 3.64410 -0.223 0.464 0.492
H 1.87917 -3.09501 1.94694 0.032 0.195 -0.356
H -0.50946 -2.50839 -2.49949 -0.050 1.536 0.248
H 0.73144 -1.23940 -2.61204 0.144 -0.227 0.354
H -2.00071 -0.02548 -2.34505 -0.080 -0.243 -0.062
H -1.77041 -1.04103 -3.76950 0.479 0.875 0.555
H 0.42268 -1.30362 -5.53207 -0.550 -0.403 -0.044
H 2.42869 -2.07667 -6.56736 0.425 -0.039 -0.057
H 4.58763 -0.72186 -6.35772 -0.769 0.167 0.796
H 4.51079 1.34890 -4.97934 0.834 0.529 -0.031
H 2.32532 2.24586 -4.09936 0.554 -0.194 0.105
H 3.14559 -1.52811 0.19840 0.093 0.541 -0.433
H 4.78879 -2.75742 -1.27706 0.684 0.036 0.480
H 4.20799 -5.08994 -1.93765 -0.641 0.791 0.094
H 1.78890 -5.78075 -2.01615 0.115 0.751 0.552
H 0.03944 -4.14215 -1.07542 1.148 -0.041 -0.164
C -6.55778 -2.30385 1.29802 0.909 0.364 1.902
Si -4.63369 -2.27003 1.11627 -1.224 2.182 0.523
C -4.02069 -3.55222 0.00038 0.598 -1.502 -0.231
C -3.64922 -2.21022 2.73495 0.014 -0.298 0.101
Se -4.24513 -0.20654 -0.05239 0.160 -0.678 0.215
H -6.93886 -3.27739 1.69274 0.311 0.652 -0.455
H -6.89897 -2.12371 0.28674 -0.523 0.164 -0.023
H -6.88394 -1.49453 2.05874 0.394 -1.141 -1.527
H -4.05350 -4.55549 0.48309 0.278 0.539 -0.298
H -3.00113 -3.26008 -0.25091 0.346 -0.310 0.196
H -4.49951 -3.64832 -0.96497 -0.515 0.178 -0.088
H -3.96274 -3.02800 3.41186 0.294 0.136 -0.367
H -3.75175 -1.29491 3.33256 -0.213 -0.059 -0.444
H -2.57137 -2.31023 2.50530 -0.362 -0.127 0.146
C 1.75345 5.86903 -2.98299 -0.567 0.306 -1.006
As 1.24416 4.17300 -2.07838 -0.128 0.744 1.290
C -0.21188 4.76450 -0.80230 1.149 0.196 -1.693
C 2.57115 4.27777 -0.57847 -0.825 0.223 -0.376
H 2.10844 6.62059 -2.27769 -0.151 -0.137 0.217
H 0.93873 6.33537 -3.60989 0.626 -0.693 0.812
H 2.58097 5.68090 -3.68067 -0.172 -0.156 0.229
H -0.25018 4.02627 -0.03190 0.202 -0.185 0.807
H -1.15191 4.74028 -1.31347 -0.595 0.404 -0.232
H 0.12640 5.77296 -0.52043 -0.527 -0.478 0.284
H 2.47195 5.29731 -0.14681 -0.249 -0.878 0.090
H 3.56272 4.22335 -0.94126 1.104 -0.228 -0.539
H 2.41210 3.43408 0.10488 -0.131 0.552 0.047
```
Positions in Å, forces in eV/Å.

- frontier orbital gap (spin up / spin down) (eV) = 6.536 / 3.602
- energy above the lowest of the compared OMol25 structures with the same formula, charge and spin (kcal per mole) = 51.40
- net charge = +1
- LUMO level (spin up / spin down) (eV) = -3.3 / -6.5
- spin multiplicity = 5

---

# 4
Molecular formula: C24H22ClN3O3
Method: DFT, ωB97M-V with the def2-TZVPD basis set

Structure (XYZ):
```
53
Properties=species:S:1:pos:R:3:forces:R:3
O -2.46588 0.94617 3.00098 4.088 2.716 -4.886
C -1.63300 1.42209 2.06819 -0.587 -5.319 5.190
N -0.44502 0.69630 1.71890 -3.915 1.848 3.007
H 0.20169 1.11333 1.15951 1.994 1.534 -1.821
C -0.01926 -0.32827 2.53074 -5.864 -8.227 0.583
C 1.23953 -0.55043 3.18798 1.526 -2.567 -0.272
C 1.92191 0.56689 3.39603 7.121 -1.217 0.982
C 3.47110 0.50540 3.73240 -2.451 -0.973 1.268
C 3.98068 -0.73431 4.17223 -8.896 4.160 -4.377
C 3.08690 -1.82452 4.03028 1.052 1.008 -0.187
C 1.88620 -1.99594 3.48877 -0.255 9.374 -0.272
Cl 1.03540 -3.31929 3.43739 -2.568 -4.071 -0.254
H 3.53517 -2.62737 4.40057 1.581 -4.046 1.438
H 4.84845 -0.87451 4.52173 6.534 -0.962 2.528
H 4.05098 1.44271 3.83035 -0.474 -0.636 -0.267
H 1.57558 1.45898 3.02061 -0.856 2.044 -0.397
H -0.94266 -0.59011 3.35342 2.323 1.180 -2.085
H -0.27189 -1.35456 1.84998 1.029 2.026 1.666
C -1.76214 2.60655 1.24714 -4.475 0.724 7.422
H -1.07362 3.24236 1.62320 3.269 2.286 -0.191
H -2.62934 3.10835 1.80801 0.322 -0.499 -1.181
C -2.02068 2.18757 -0.00947 0.533 3.113 -9.040
H -2.82339 2.79557 -0.52952 0.947 -0.653 0.499
H -2.28523 1.17686 -0.18146 0.308 -1.119 -0.092
C -0.44661 2.68969 -1.06239 -10.688 6.288 -0.486
N -0.25083 1.64567 -1.83155 1.813 1.379 1.086
C 0.75912 1.05208 -1.25041 -2.747 -9.977 -12.190
O 1.47311 1.02392 -0.40254 6.056 3.639 10.315
C 1.06303 -0.39635 -2.01710 2.464 2.433 -3.866
C 0.44338 -1.49561 -1.34849 5.855 -2.174 1.204
C 1.42066 -2.48446 -0.75338 -5.087 2.980 -0.591
C 0.91799 -3.39321 0.04883 -5.626 -4.640 1.376
C -0.59419 -3.63304 0.07235 -0.463 0.968 1.869
C -1.40395 -2.59127 -0.47738 7.338 -4.055 2.134
C -0.85864 -1.61608 -1.21668 -0.737 0.467 -0.831
H -1.50082 -1.14872 -1.90451 -0.856 1.418 -0.348
H -2.32621 -2.73765 -0.55635 -7.846 -1.129 -0.114
H -1.23560 -4.52968 0.73888 2.539 2.684 -2.130
H 1.44967 -4.20042 0.55271 0.439 0.552 -0.144
H 2.41430 -2.47788 -0.66321 3.972 1.152 -0.827
O 0.55060 -0.31381 -3.48817 10.289 -5.513 4.566
C -0.51440 0.16321 -3.65035 -8.418 8.970 -1.874
C -1.01750 0.14477 -4.89489 -2.766 -1.622 -3.110
C -2.18015 1.00637 -5.19911 5.406 -12.445 -12.198
C -2.45048 1.79329 -4.34416 -15.450 8.721 -6.402
N -2.01897 2.18192 -3.35048 8.458 3.220 14.806
C -0.98327 1.46056 -2.96269 1.187 -4.801 -1.181
H -3.55943 2.62278 -4.61705 2.656 -2.406 0.076
H -2.55354 0.73579 -6.32772 0.208 1.419 3.313
H -0.60863 -0.71325 -5.58492 -0.922 2.046 1.037
H 2.27826 -0.48983 -2.19683 -3.398 0.258 0.683
H 0.17392 3.02052 -0.34246 2.616 0.664 1.850
H -0.90229 3.61086 -1.82793 1.421 -2.222 2.713
```
Positions in Å, forces in eV/Å.

- frontier orbital gap (eV) = 8.488
- LUMO level (eV) = 0.2

---

Result set for largest force on an atom: 0.047 0.076 0.056 0.367 Eh/bohr, one per record in the order listed.
Result set for calculated total energy: -234.464507 -628.095701 -8141.313224 -1777.252605 a.u., one per record in the order listed.